[1]
59
Properties=species:S:1:pos:R:3:forces:R:3:lowdin_charge:R:1 method="wB97M-V/def2-TZVPD" e_homo_ev="-17.64 / -17.42" total_energy_ev=-48087.625 s2=6.041 relative_energy_kj_mol=67.5 orbital_gap_ev="7.3 / 4.1" max_force_ev_per_a=1.6 multiplicity=5 total_charge=+3
Ru 0.727 0.195 -0.952 1.4 -0.7 0.1 1.2043
C 3.267 2.889 -0.532 -0.1 -0.1 0.1 -0.0548
C 2.182 2.611 0.456 -0.2 -0.2 -0.3 -0.2604
C 1.985 3.228 1.649 0.2 0.4 0.3 0.1232
C 0.751 2.739 2.192 -0.2 0.1 0.5 -0.1601
C 0.113 3.094 3.484 0.2 0.1 -0.1 0.0463
N 0.239 1.871 1.341 0.3 0.4 -0.6 0.0669
N 1.116 1.734 0.267 0.0 -0.4 0.0 -0.0239
B -1.201 1.271 1.285 -0.1 -0.6 0.2 -0.4685
N -1.707 1.590 -0.161 0.0 -0.2 -0.4 0.0631
N -0.991 1.104 -1.208 -0.9 0.4 -0.9 -0.0701
C -1.588 1.502 -2.406 0.3 0.0 0.3 -0.2280
C -0.991 1.134 -3.729 -0.4 0.3 0.1 0.0122
C -2.694 2.217 -2.072 -0.3 0.1 -0.5 0.1119
C -2.751 2.264 -0.653 -0.4 0.2 0.8 -0.1545
C -3.765 2.914 0.212 0.1 0.0 -0.2 0.0443
N -1.148 -0.249 1.447 0.0 0.4 0.2 0.0034
N -0.778 -1.029 0.379 -0.1 -0.2 0.3 0.0084
C -1.281 -2.254 0.644 0.2 -0.1 -0.5 -0.2883
C -1.338 -3.393 -0.337 0.3 0.0 0.3 -0.0130
C -1.877 -2.266 1.898 -0.2 -0.8 -0.1 0.0449
C -1.798 -0.991 2.374 -0.1 0.9 0.6 -0.2321
C -2.318 -0.436 3.670 0.0 0.0 -0.3 0.0182
H 3.642 3.896 -0.368 -0.1 0.1 0.0 0.1094
H 2.910 2.828 -1.558 0.0 0.0 -0.1 0.0787
H 4.115 2.220 -0.410 0.0 -0.1 0.0 0.0643
H 2.628 3.980 2.098 -0.2 -0.2 0.0 0.1599
H 0.776 3.730 4.066 0.0 0.0 0.0 0.1107
H -0.119 2.197 4.064 0.0 0.0 -0.1 0.1071
H -0.829 3.628 3.321 0.0 0.0 0.0 0.1174
H -1.902 1.784 2.104 0.2 0.0 -0.1 0.1298
H -0.080 0.571 -3.612 0.5 -0.3 0.1 0.0467
H -0.748 2.022 -4.313 -0.1 0.0 0.1 0.1128
H -1.678 0.527 -4.319 -0.1 0.0 0.0 0.1112
H -3.409 2.671 -2.748 0.1 -0.1 0.1 0.1571
H -4.516 3.414 -0.392 0.0 0.0 0.0 0.1085
H -3.298 3.647 0.875 0.0 0.0 0.0 0.1138
H -4.260 2.175 0.848 0.0 0.0 0.0 0.1189
H -1.224 -3.059 -1.366 -0.2 0.0 0.0 0.0670
H -2.322 -3.852 -0.282 -0.1 0.0 0.0 0.1087
H -0.629 -4.198 -0.098 0.0 0.2 -0.1 0.0901
H -2.355 -3.107 2.383 0.1 0.1 -0.1 0.1450
H -2.624 -1.252 4.320 0.0 0.0 0.0 0.1014
H -3.188 0.206 3.514 0.0 -0.1 0.0 0.0975
H -1.561 0.152 4.190 0.0 -0.1 0.0 0.0835
C 2.195 -5.201 -1.551 0.0 0.2 0.0 0.0349
C 2.937 -3.919 -1.422 0.6 -0.3 0.1 -0.2528
N 4.196 -3.782 -1.096 -0.6 0.1 -0.3 0.1955
N 4.406 -2.437 -1.078 0.7 -0.1 0.3 0.0940
C 3.330 -1.740 -1.348 0.1 0.2 0.0 -0.6713
S 3.047 -0.053 -1.418 0.0 0.3 0.4 0.7672
N 2.398 -2.654 -1.585 -0.7 -0.3 0.0 -0.0827
N 1.120 -2.246 -1.958 -0.2 0.5 -0.1 0.1031
H 2.911 -6.020 -1.532 0.0 0.0 0.0 0.1110
H 1.630 -5.249 -2.484 0.1 0.0 0.0 0.1026
H 1.509 -5.333 -0.710 0.0 0.0 -0.1 0.0917
H 5.331 -2.086 -0.868 0.1 0.0 0.0 0.1930
H 0.449 -2.875 -1.549 -0.3 -0.2 0.2 0.0422
H 1.058 -2.325 -2.966 -0.2 0.0 -0.3 0.1386


[2]
170
Properties=species:S:1:pos:R:3:forces:R:3:lowdin_charge:R:1 method="wB97M-V/def2-TZVPD" e_homo_ev=-11.14 total_energy_ev=-232181.736 orbital_gap_ev=8.0 max_force_ev_per_a=10.3 total_charge=+1
C -1.056 5.068 1.673 -5.8 -4.8 -7.1 0.0942
C -1.799 4.514 0.586 4.7 2.9 8.1 -0.0736
C -2.697 3.790 -0.571 2.0 1.6 0.2 -0.1642
C -3.973 2.857 -0.043 -0.2 1.4 -1.1 -0.3942
O -5.034 3.924 0.005 1.1 -2.1 1.8 -0.1998
C -5.100 4.610 1.281 -2.0 2.3 1.8 -0.1510
C -6.451 5.601 1.194 -0.5 -0.6 0.4 -0.2857
C -6.992 5.821 -0.337 -0.9 1.0 0.5 -0.0951
C -6.231 7.031 1.973 -0.4 -0.1 -0.3 -0.3643
C -5.274 8.025 1.043 -0.2 -0.7 0.8 -0.0883
C -5.612 6.869 3.483 -0.3 0.8 -0.5 -0.1131
N -3.804 2.058 1.169 0.3 -1.7 -0.8 -0.0532
C -2.482 1.580 1.626 2.6 0.6 1.9 -0.1911
O -2.167 2.317 2.897 0.1 -3.1 -0.1 -0.1940
C -1.601 1.353 3.879 1.4 0.8 1.1 -0.1581
C -0.070 0.847 3.435 -0.9 0.2 0.4 -0.1665
O 0.655 2.064 3.018 -0.3 -2.0 -1.2 -0.2225
C 1.445 1.825 1.798 0.5 0.7 -0.1 -0.1613
C 1.914 3.297 1.169 -0.5 -0.3 0.7 -0.1570
O 3.300 3.240 0.651 -2.1 -1.1 -1.1 -0.2090
C 3.339 2.530 -0.640 0.2 0.1 -1.9 -0.2342
C 2.773 3.456 -1.908 -0.2 0.1 0.2 -0.1090
C -4.708 0.870 1.338 -1.0 -1.5 -0.8 -0.1058
C -6.118 0.942 0.447 0.5 -0.4 4.9 -0.1850
C -7.096 1.906 1.279 -1.5 0.4 1.0 -0.2050
C -8.598 1.218 1.547 1.0 0.0 1.4 -0.6616
C -8.861 1.121 3.195 -0.1 0.8 -0.5 -0.1802
I -10.114 2.695 0.838 0.6 -1.0 0.0 0.7955
N -5.864 1.203 -1.044 -0.4 -2.5 0.0 -0.2096
C -5.786 -0.224 -1.635 -1.4 -4.0 -1.0 -0.2072
C -7.251 -1.027 -1.737 -0.1 -0.5 -0.2 -0.0646
C -7.068 1.889 -1.623 -3.6 2.9 -1.3 -0.1444
C -7.370 1.805 -3.225 -0.1 1.0 -1.4 -0.1268
F -8.738 1.237 -3.526 3.2 1.0 1.2 -0.1306
C -4.524 1.849 -1.266 3.4 2.3 -0.6 -0.7631
Cl -3.077 0.664 -1.578 -1.6 0.7 0.9 0.6548
Br -4.334 2.950 -2.974 -1.2 -0.8 0.9 0.8283
H -0.576 5.257 2.749 -1.2 -0.4 -3.2 0.0941
H -1.958 3.229 -1.279 -1.3 0.8 1.5 0.0934
H -3.074 4.746 -1.188 0.3 -2.6 1.4 0.1238
H -5.303 3.937 2.227 0.8 1.0 -2.2 0.1354
H -4.236 5.348 1.541 -1.0 -1.8 -1.0 0.1159
H -7.319 5.035 1.781 1.7 1.2 -1.2 0.1258
H -7.627 6.832 -0.323 1.3 -2.2 -0.1 0.1035
H -7.776 4.975 -0.614 1.8 1.6 0.3 0.0572
H -6.160 5.979 -1.144 -1.6 -0.6 1.6 0.0887
H -7.316 7.514 2.088 2.3 -1.0 -0.3 0.1423
H -4.753 7.398 0.202 -1.0 1.3 1.5 0.0748
H -5.940 8.864 0.570 1.6 -1.5 0.9 0.0892
H -4.427 8.417 1.755 -1.7 -0.3 -1.6 0.0847
H -5.709 7.942 3.997 0.4 -2.4 -1.1 0.1002
H -4.478 6.584 3.364 -2.2 0.4 0.6 0.0811
H -6.223 6.117 4.157 1.4 1.4 -1.5 0.0883
H -1.560 1.757 0.929 -2.0 0.0 0.8 0.1350
H -2.409 0.437 1.959 -0.8 2.3 -1.2 0.1429
H -2.319 0.462 4.137 1.3 1.5 -0.8 0.1282
H -1.439 1.946 4.898 -0.5 -1.1 -2.3 0.1459
H -0.132 0.019 2.581 0.3 1.8 1.7 0.1301
H 0.461 0.401 4.383 -1.1 0.7 -1.9 0.1390
H 0.773 1.270 1.012 1.4 0.8 1.4 0.1135
H 2.393 1.204 2.107 -1.7 1.1 -0.9 0.1501
H 1.872 4.110 2.024 0.3 -1.8 -1.7 0.1381
H 1.121 3.620 0.362 1.7 -0.6 1.4 0.1066
H 2.712 1.538 -0.673 1.2 1.8 0.5 0.1200
H 4.446 2.238 -0.939 -2.2 0.7 1.3 0.1189
H 2.647 4.599 -1.602 0.4 -2.5 -0.6 0.0951
H 1.725 3.059 -2.250 1.9 0.8 0.6 0.0596
H 3.506 3.374 -2.828 -1.5 0.2 1.9 0.0764
H -4.234 -0.169 0.986 -0.5 2.3 0.6 0.1236
H -4.938 0.713 2.496 0.2 0.5 -2.6 0.1647
H -6.540 -0.155 0.664 0.8 2.4 -1.3 0.1714
H -7.310 2.977 0.884 0.9 -2.0 0.4 0.0481
H -6.657 2.050 2.381 -0.7 -0.4 -2.6 0.1280
H -8.729 0.189 1.005 0.1 2.0 1.0 0.0764
H -9.125 2.241 3.515 0.5 -2.6 -0.5 0.0712
H -7.886 0.839 3.784 -2.0 0.2 -1.3 0.0592
H -9.758 0.392 3.443 1.9 1.6 -0.5 0.0990
H -5.418 -0.244 -2.745 -0.2 0.4 2.5 0.1311
H -5.191 -0.969 -0.915 -0.8 2.4 -1.8 0.1364
H -7.088 -2.189 -1.517 0.0 2.7 -0.4 0.1138
H -8.013 -0.657 -0.928 1.3 -0.7 -1.8 0.0718
H -7.679 -0.991 -2.846 0.7 0.3 2.7 0.1065
H -8.116 1.522 -1.176 2.7 0.4 -0.5 0.1215
H -7.056 3.055 -1.362 0.5 -2.7 -0.4 0.1351
H -7.415 2.915 -3.663 0.0 -2.6 1.1 0.1411
H -6.569 1.245 -3.868 -1.8 0.8 1.3 0.1047
C 8.722 -1.405 0.043 -0.3 -0.2 0.0 -0.0561
C 8.912 -0.157 -0.800 0.5 -0.1 0.9 -0.1931
O 8.192 -0.257 -2.039 -2.1 0.3 -0.7 0.0172
C 6.836 -0.075 -1.960 1.2 0.4 3.2 -0.3211
O 6.237 0.159 -0.912 0.9 -0.5 -2.9 0.1317
C 6.191 -0.172 -3.340 -0.7 -0.3 -2.3 -0.4631
F 6.591 -1.278 -4.032 -0.2 0.9 0.9 0.1464
F 6.495 0.900 -4.126 -0.1 -0.7 1.0 0.1476
F 4.830 -0.231 -3.288 1.5 0.4 0.9 0.1081
H 9.007 -2.297 -0.524 0.1 0.1 0.0 0.0921
H 9.323 -1.354 0.954 -0.2 0.0 -0.7 0.0420
H 7.674 -1.537 0.332 0.2 0.1 0.0 0.0838
H 9.973 -0.051 -1.056 -0.4 0.0 -0.3 0.1321
H 8.622 0.751 -0.257 -0.2 -0.2 -0.2 0.1308
C -8.753 0.216 9.983 0.3 0.4 0.1 -0.0621
C -8.589 -0.586 8.704 -0.4 -0.5 0.8 -0.2063
O -8.055 0.230 7.649 1.9 0.7 -0.7 0.0069
C -6.715 0.505 7.725 -0.5 -2.0 2.9 -0.3248
O -5.982 0.099 8.625 -1.4 1.3 -2.6 0.1496
C -6.262 1.349 6.535 1.0 1.8 -1.4 -0.4692
F -7.067 2.428 6.319 0.4 -1.1 0.4 0.1392
F -6.260 0.636 5.373 -0.1 0.1 0.8 0.1123
F -5.000 1.842 6.682 -1.4 -0.8 0.2 0.1448
H -9.367 1.104 9.802 -0.1 -0.2 0.0 0.0858
H -9.220 -0.389 10.763 0.0 0.0 -0.1 0.0865
H -7.788 0.573 10.358 -0.1 -0.2 0.0 0.0772
H -9.572 -0.937 8.369 0.3 0.3 -0.3 0.1273
H -7.966 -1.475 8.857 0.1 0.3 -0.1 0.1290
C 3.186 -1.573 -5.347 -0.1 -0.3 0.0 -0.0543
C 2.198 -0.707 -6.109 0.7 0.3 0.6 -0.1990
O 1.383 -1.504 -6.984 -1.8 -1.2 0.2 0.0148
C 0.386 -2.224 -6.382 1.6 1.7 2.5 -0.3254
O 0.171 -2.217 -5.170 0.0 -0.3 -3.0 0.1321
C -0.428 -3.000 -7.414 -1.4 -1.5 -1.6 -0.4686
F 0.356 -3.703 -8.282 -0.3 0.7 0.9 0.1372
F -1.202 -2.179 -8.180 0.8 -0.3 0.9 0.1434
F -1.276 -3.907 -6.852 1.0 1.1 -0.1 0.1402
H 3.790 -2.166 -6.040 0.0 0.2 0.0 0.0930
H 3.847 -0.958 -4.733 -0.4 -0.3 -0.5 0.0504
H 2.672 -2.283 -4.690 0.0 0.2 0.0 0.0821
H 2.749 -0.002 -6.742 -0.3 -0.3 -0.2 0.1302
H 1.572 -0.111 -5.435 -0.1 -0.3 -0.1 0.1259
C 12.022 -2.519 6.819 -0.4 -0.2 -0.1 -0.0606
C 12.212 -1.270 5.976 0.5 -0.1 0.8 -0.2050
O 11.492 -1.370 4.737 -2.0 0.3 -0.7 0.0121
C 10.136 -1.189 4.816 1.1 0.4 3.3 -0.3219
O 9.537 -0.955 5.865 1.0 -0.5 -2.9 0.1439
C 9.491 -1.286 3.436 -1.3 -0.3 -1.9 -0.4705
F 9.891 -2.391 2.745 0.0 0.7 1.0 0.1304
F 9.795 -0.214 2.651 0.1 -0.5 1.1 0.1320
F 8.130 -1.345 3.488 1.5 0.1 0.4 0.1459
H 12.307 -3.411 6.252 0.1 0.2 0.1 0.0830
H 12.623 -2.467 7.730 0.0 0.0 -0.1 0.0848
H 10.974 -2.650 7.108 0.2 0.1 0.0 0.0760
H 13.273 -1.165 5.720 -0.4 0.0 -0.3 0.1278
H 11.922 -0.363 6.519 -0.2 -0.2 -0.2 0.1280
C -1.173 -5.951 -10.960 -0.1 -0.2 -0.4 -0.0600
C 0.322 -5.918 -10.696 -0.5 0.6 0.3 -0.2150
O 0.962 -7.097 -11.210 0.6 -0.6 -1.7 0.0125
C 1.136 -7.141 -12.567 -1.5 3.0 0.3 -0.3232
O 0.779 -6.247 -13.333 1.1 -2.5 1.5 0.1419
C 1.853 -8.423 -12.985 1.1 -2.3 -1.0 -0.4722
F 1.299 -9.540 -12.433 0.2 1.2 -0.2 0.1406
F 3.164 -8.423 -12.610 -1.1 0.4 -0.1 0.1431
F 1.843 -8.623 -14.333 -0.2 0.7 1.4 0.1428
H -1.614 -6.866 -10.550 0.1 0.2 0.1 0.0857
H -1.666 -5.085 -10.511 0.1 -0.1 0.0 0.0775
H -1.390 -5.950 -12.033 0.1 0.1 0.2 0.0771
H 0.499 -5.905 -9.615 0.2 -0.3 -0.3 0.1141
H 0.789 -5.015 -11.108 -0.1 -0.3 -0.1 0.1287
C 9.538 -6.931 1.952 0.1 0.4 0.1 -0.0659
C 10.655 -7.957 2.023 -0.8 -0.3 0.1 -0.2065
O 11.927 -7.354 1.733 1.3 1.0 1.0 0.0123
C 12.473 -6.595 2.734 -2.8 -1.0 1.4 -0.3237
O 11.937 -6.415 3.826 1.7 -0.2 -2.5 0.1361
C 13.833 -6.039 2.319 2.4 1.1 -0.7 -0.4721
F 13.807 -5.449 1.089 -0.4 -0.6 1.0 0.1409
F 14.787 -7.011 2.255 -1.1 0.5 0.2 0.1454
F 14.307 -5.095 3.180 -0.9 -1.0 -0.6 0.1389
H 9.540 -6.430 0.979 0.0 -0.2 0.0 0.0831
H 8.566 -7.404 2.108 0.1 0.0 0.0 0.0828
H 9.664 -6.149 2.709 0.0 -0.2 0.0 0.0723
H 10.488 -8.728 1.263 0.4 0.3 0.0 0.1273
H 10.682 -8.465 2.995 0.1 0.3 -0.1 0.1282


[3]
16
Properties=species:S:1:pos:R:3:forces:R:3:lowdin_charge:R:1 method="wB97M-V/def2-TZVPD" e_homo_ev=-9.41 total_energy_ev=-9877.750 relative_energy_kj_mol=223.0 orbital_gap_ev=10.1 smiles="C[C@@H](O)CNC=O" max_force_ev_per_a=5.6
C 0.180 -2.532 0.291 1.3 0.9 -2.9 -0.0318
C -0.150 -1.187 -0.525 -1.8 -1.6 3.8 -0.3625
O -1.411 -1.483 -1.050 -1.7 0.4 -2.2 -0.0738
C -0.224 0.018 0.548 -3.0 -0.7 -3.3 -0.1145
N -0.288 1.310 -0.131 0.8 1.2 0.2 0.0105
C 0.622 2.356 0.157 -0.8 -5.3 1.9 -0.3138
O 1.544 2.175 0.915 0.4 0.6 -0.3 0.0301
H 1.124 -2.685 0.784 0.3 0.7 0.5 0.0719
H 0.122 -3.384 -0.379 0.2 0.1 -0.8 0.0711
H -0.641 -2.738 0.857 -2.1 -0.1 2.3 0.0357
H 0.499 -1.086 -1.323 1.9 1.0 -1.2 0.1118
H -1.489 -1.279 -2.022 0.3 -0.2 1.7 0.1222
H -1.127 -0.066 1.251 1.7 -0.4 -0.8 0.1604
H 0.716 -0.173 0.876 2.6 0.5 2.4 0.0691
H -1.155 1.561 -0.598 0.4 -0.1 0.2 0.1265
H 0.334 3.220 -0.280 -0.6 3.2 -1.6 0.0870